Formula: CH3IN2O
Source: the OMol25 dataset
Level of theory: wB97M-V/def2-TZVPD

Properties
E_tot = -14207.838 eV
E_HOMO (alpha / beta) = -8.6 / -8.7 eV
Energy above the lowest of the compared OMol25 structures with the same formula, charge and spin = 494.94 kJ/mol

ORCA input file:
```
! wB97M-V def2-TZVPD RIJCOSX def2/J DEFGRID3
* xyz 0 1
C 0.58877 -1.66653 -0.03663
N -1.01414 2.14038 0.14122
N -0.62816 0.99645 -0.00019
O -1.36902 0.04528 -0.16287
I 1.70442 0.00325 0.09440
H 0.34788 -1.83811 -1.06321
H 0.53982 -2.54772 0.74826
H -0.16959 2.86700 0.27903
*
```

Here are the natural (NBO) charges for atoms 1 to 6, given in e: C -0.57; N -0.42; N 0.21; O -0.36; I 0.39; H 0.19

=====

Formula: C24H37N3O3
Source: the OMol25 dataset
Level of theory: wB97M-V/def2-TZVPD

Properties
E_tot = -36098.941 eV
Structure (SMILES) = COCCCCCC1=CC(=O)C=CC1=O.CCCC#N.CCCC#N.CCCC#N
E_HOMO = -9.5 eV
Energy above the lowest of the compared OMol25 structures with the same formula, charge and spin = 359.00 kJ/mol

ORCA input file:
```
! wB97M-V def2-TZVPD RIJCOSX def2/J DEFGRID3
* xyz 0 1
C 1.91947 -2.48727 -1.29109
O 1.72822 -1.58045 -2.34796
C 2.65521 -0.49988 -2.35729
C 1.98016 0.78988 -2.83095
C 2.18381 1.98140 -1.88566
C 1.17021 2.10691 -0.71962
C 0.35971 0.84833 -0.39603
C -0.98274 0.72835 -1.04947
C -1.47335 1.53093 -1.99215
C -2.80306 1.31384 -2.60888
O -3.17489 1.96820 -3.55989
C -3.65999 0.25101 -2.02448
C -3.19889 -0.56154 -1.08577
C -1.80896 -0.43920 -0.58267
O -1.34658 -1.25117 0.18908
H 2.89276 -2.99374 -1.36190
H 1.85445 -1.99103 -0.31298
H 1.13054 -3.23483 -1.35419
H 3.07701 -0.36797 -1.35108
H 3.48897 -0.76360 -3.01589
H 0.91899 0.56959 -2.96900
H 2.37247 1.06179 -3.81274
H 2.16791 2.90397 -2.46922
H 3.19201 1.91803 -1.46568
H 0.49336 2.94357 -0.90988
H 1.72083 2.38042 0.18139
H 0.17909 0.80810 0.68063
H 0.91072 -0.06354 -0.63187
H -0.91558 2.37335 -2.38466
H -4.66888 0.17833 -2.41093
H -3.80724 -1.33728 -0.63950
C 5.71108 -4.73461 -0.26152
C 6.24968 -3.70446 0.72197
C 5.65846 -2.30860 0.49654
C 5.96966 -1.78714 -0.83515
N 6.21214 -1.38835 -1.88330
H 5.96769 -4.46998 -1.28824
H 6.12643 -5.72077 -0.05574
H 4.62346 -4.80865 -0.19541
H 7.33706 -3.64611 0.64755
H 6.01670 -4.00479 1.74504
H 6.03673 -1.59748 1.23233
H 4.57067 -2.33584 0.59847
C -7.63216 2.24931 -1.96878
C -8.50642 1.64999 -0.87539
C -7.93279 1.87394 0.52817
C -6.62211 1.24493 0.69307
N -5.59808 0.74374 0.82103
H -6.64118 1.79199 -1.97916
H -8.07961 2.09807 -2.95047
H -7.50021 3.32300 -1.82270
H -8.63589 0.57866 -1.03977
H -9.50121 2.09772 -0.90414
H -8.59612 1.46714 1.29286
H -7.81962 2.94200 0.72597
C 1.61014 0.63367 5.93101
C 0.49166 0.99658 4.96379
C 0.82964 0.65367 3.50784
C 2.01444 1.37690 3.03920
N 2.95100 1.94937 2.70409
H 2.52107 1.19030 5.70662
H 1.32287 0.86166 6.95711
H 1.84412 -0.43154 5.87753
H 0.26603 2.06220 5.03364
H -0.42109 0.45989 5.22736
H -0.00478 0.90174 2.85135
H 1.02238 -0.41577 3.39997
*
```

Here are the natural (NBO) charges for atoms 1 to 6, given in e: C -0.24; O -0.55; C -0.07; C -0.44; C -0.40; C -0.41

=====

Formula: C39H81F11N5O13PS
Source: the OMol25 dataset
Level of theory: wB97M-V/def2-TZVPD

Properties
E_tot = -125832.030 eV
Structure (SMILES) = CCCOCC(=O)O[C@](CCC(F)(F)C(F)(F)S(F)(F)(F)(F)F)(N(C(=O)F)C(=O)F)P(C)CC.COCCNCCOC.COCCNCCOC.COCCNCCOC.COCCNCCOC
E_HOMO = -8.5 eV

ORCA input file:
```
! wB97M-V def2-TZVPD RIJCOSX def2/J DEFGRID3
* xyz 0 1
C 2.07825 5.09913 -0.16713
C 1.29001 5.95999 0.88860
C -0.20169 6.15832 0.48542
O -1.01860 5.27472 1.27771
C -2.09804 4.74653 0.55299
C -1.70350 3.32011 0.01920
O -0.66918 3.24870 -0.54700
O -2.65635 2.35182 0.24351
C -2.21208 1.08431 0.79545
C -3.54541 0.50234 1.44785
C -3.38540 -0.58839 2.52812
C -3.63989 -2.06672 2.09534
F -4.01288 -2.14378 0.78481
F -4.73965 -2.53706 2.75237
C -2.39656 -3.02534 2.22257
F -1.29590 -2.36117 1.87574
F -2.52059 -3.97099 1.28266
S -2.09642 -3.80475 3.89418
F -3.40148 -4.70080 3.79679
F -2.81806 -2.62773 4.70194
F -0.70575 -2.98593 4.07239
F -1.21790 -4.95133 3.16162
F -1.77938 -4.51980 5.28997
N -1.22453 1.21408 1.87180
C 0.14879 1.02634 1.60277
O 0.91493 1.87989 1.63778
F 0.63636 -0.20108 1.35981
C -1.51700 2.02004 2.97663
O -0.93299 1.87917 3.96210
F -2.44521 2.98129 2.94546
P -1.80220 -0.24719 -0.50216
C -0.38188 0.27130 -1.55462
C -3.16417 -0.41094 -1.75999
C -3.85092 0.90720 -2.24309
H 1.72654 5.30217 -1.19400
H 2.03914 4.01889 0.04877
H 3.13860 5.41385 -0.10990
H 1.37471 5.42809 1.85344
H 1.79376 6.94344 0.91500
H -0.55005 7.19801 0.64410
H -0.30662 5.89405 -0.58202
H -2.39067 5.39131 -0.30302
H -3.01522 4.64971 1.16778
H -3.99649 1.38956 1.94331
H -4.25676 0.26133 0.63656
H -2.44009 -0.59645 3.09750
H -4.16756 -0.39487 3.29057
H -0.72479 1.03835 -2.27448
H -0.11279 -0.61562 -2.16713
H 0.53123 0.56129 -1.01512
H -3.95300 -1.13058 -1.49194
H -2.65812 -0.84048 -2.65424
H -4.42728 1.31046 -1.38107
H -4.59896 0.68934 -3.02401
H -3.14027 1.70703 -2.51468
C 0.73020 -6.85759 -0.73074
O 0.85982 -7.14579 -2.11292
C 0.00693 -8.19543 -2.56234
C -1.08234 -7.65371 -3.47241
N -2.04764 -6.85315 -2.72617
C -2.96479 -6.08273 -3.56383
C -2.36918 -5.00572 -4.47443
O -1.80928 -3.90317 -3.77912
C -0.47155 -4.08879 -3.34620
H 1.53507 -6.17630 -0.45524
H -0.22315 -6.36456 -0.51523
H 0.82103 -7.76478 -0.12716
H -0.41502 -8.76456 -1.72849
H 0.63288 -8.87873 -3.14398
H -1.60242 -8.48980 -3.95102
H -0.59269 -7.06374 -4.25743
H -1.54402 -6.20631 -2.13261
H -3.66551 -5.58978 -2.88420
H -3.55312 -6.77654 -4.17331
H -3.19411 -4.59381 -5.06321
H -1.65543 -5.41063 -5.20073
H 0.10187 -4.72414 -4.02516
H -0.45387 -4.50012 -2.33415
H 0.00784 -3.10853 -3.30449
C 2.26832 1.53709 -8.62462
O 2.69178 1.53114 -7.27274
C 3.24440 2.77167 -6.83963
C 2.32695 3.45242 -5.83823
N 1.10532 3.93934 -6.47487
C 0.07057 4.35923 -5.53118
C -0.51121 3.29828 -4.59474
O -1.27880 2.29963 -5.24959
C -0.52812 1.22421 -5.78863
H 2.02983 0.51094 -8.90391
H 1.36742 2.14490 -8.75581
H 3.05929 1.90228 -9.28553
H 3.47781 3.43104 -7.68113
H 4.18653 2.53425 -6.33621
H 2.85423 4.29686 -5.38271
H 2.10450 2.72410 -5.04827
H 0.72394 3.20400 -7.05618
H -0.75291 4.75960 -6.12911
H 0.45688 5.19008 -4.93146
H -1.20810 3.81051 -3.92382
H 0.24728 2.84397 -3.94656
H 0.36527 1.00439 -5.19839
H -0.25480 1.42976 -6.82634
H -1.16575 0.33836 -5.79227
C 2.83553 -1.31701 -1.58826
O 3.18110 0.04384 -1.39892
C 3.87485 0.29742 -0.17829
C 5.31919 0.67599 -0.45449
N 6.08556 -0.46526 -0.94552
C 7.39864 -0.11524 -1.48436
C 7.44637 0.79544 -2.71468
O 6.93405 0.20461 -3.89853
C 5.52736 0.29374 -4.05400
H 2.16762 -1.37266 -2.44840
H 3.71921 -1.92640 -1.80201
H 2.31231 -1.71513 -0.71340
H 3.80522 -0.54633 0.51491
H 3.37884 1.15121 0.29285
H 5.77782 1.04692 0.46771
H 5.31022 1.49594 -1.18373
H 5.55645 -0.92308 -1.67670
H 7.88659 -1.05662 -1.75133
H 7.99842 0.33451 -0.68625
H 8.50146 0.99708 -2.92160
H 6.98349 1.77278 -2.53606
H 5.11760 1.20621 -3.61309
H 5.03810 -0.58515 -3.62697
H 5.30683 0.29794 -5.12286
C -0.67070 -0.27887 6.72510
O -0.24358 -0.26832 8.07613
C 0.34084 0.96610 8.48185
C -0.55850 1.68830 9.47071
N -1.76751 2.18899 8.82386
C -2.79559 2.65301 9.75360
C -3.40719 1.62868 10.71287
O -4.19489 0.63438 10.07792
C -3.46867 -0.47257 9.57074
H -0.93662 -1.30430 6.46654
H -1.55670 0.34960 6.58656
H 0.12596 0.05326 6.05427
H 0.58796 1.60253 7.62671
H 1.27813 0.71622 8.98815
H -0.01154 2.52948 9.90889
H -0.79704 0.98150 10.27539
H -2.16429 1.44989 8.25779
H -3.60716 3.05845 9.14308
H -2.39249 3.48832 10.33575
H -4.09503 2.17367 11.36607
H -2.66315 1.17178 11.37524
H -2.58527 -0.70057 10.17176
H -3.18347 -0.29968 8.53000
H -4.12852 -1.34139 9.58451
*
```

Here are the Mulliken charges for atoms 1 to 6, given in e: C -0.77; C -0.47; C -0.26; O -0.41; C -1.11; C 0.79

=====

Formula: CHF3S2
Source: the OMol25 dataset
Level of theory: wB97M-V/def2-TZVPD

Properties
E_tot = -30873.727 eV
E_HOMO (alpha / beta) = -8.9 / -8.9 eV
Energy above the lowest of the compared OMol25 structures with the same formula, charge and spin = 181.16 kJ/mol

ORCA input file:
```
! wB97M-V def2-TZVPD RIJCOSX def2/J DEFGRID3
* xyz 0 1
C -0.68657 0.49797 0.81861
F -1.60699 -0.06458 1.57524
F -1.02562 1.75575 0.45096
F 0.50986 0.43866 1.19404
S 1.32949 -0.53350 -1.84444
S -0.48976 -1.12110 -1.28038
H 1.96958 -0.97320 -0.91404
*
```

Here are the natural (NBO) charges for atoms 1 to 6, given in e: C 1.04; F -0.30; F -0.32; F -0.28; S -0.02; S -0.20

=====

Formula: C5H14O2
Source: the OMol25 dataset
Level of theory: wB97M-V/def2-TZVPD

Properties
E_tot = -9505.838 eV
Structure (SMILES) = CC(C)CCO.O
E_HOMO = -10.2 eV
Energy above the lowest of the compared OMol25 structures with the same formula, charge and spin = 112.09 kJ/mol

ORCA input file:
```
! wB97M-V def2-TZVPD RIJCOSX def2/J DEFGRID3
* xyz 0 1
C -2.23398 0.59068 0.85237
C -1.06469 -0.37353 0.81458
C -1.66213 -1.73660 0.40981
C -0.15346 0.16681 -0.28484
C 1.28262 -0.09388 0.06602
O 1.57319 -1.51208 0.19040
H -1.94437 1.57397 0.93763
H -3.09897 0.34611 1.54732
H -2.72029 0.75557 -0.13839
H -0.64491 -0.18887 1.85549
H -2.32464 -1.65556 -0.40163
H -0.90935 -2.42324 0.03090
H -2.10573 -2.10443 1.33065
H -0.31822 1.21172 -0.46301
H -0.45385 -0.21604 -1.30731
H 1.48502 0.37471 1.06133
H 1.96307 0.42044 -0.59975
H 1.61125 -1.85277 -0.70626
O 3.67202 2.38766 -2.03204
H 4.62629 1.99911 -2.02470
H 3.42112 2.33023 -1.13857
*
```

Here are the natural (NBO) charges for atoms 1 to 6, given in e: C -0.60; C -0.23; C -0.60; C -0.43; C -0.06; O -0.72

=====

Formula: C4H4LiO2
Source: the OMol25 dataset
Level of theory: wB97M-V/def2-TZVPD

Properties
E_tot = -8504.331 eV
E_HOMO = -13.7 eV
Energy above the lowest of the compared OMol25 structures with the same formula, charge and spin = 55.04 kJ/mol

ORCA input file:
```
! wB97M-V def2-TZVPD RIJCOSX def2/J DEFGRID3
* xyz 1 1
O -2.40279 0.32566 1.83588
C -1.21671 0.57026 1.77084
C -0.49835 0.48804 0.47544
H -0.61850 0.80535 2.67313
H -0.74962 1.23646 -0.28219
C 0.55882 -0.39905 0.24473
C 1.13590 -0.58216 -1.07137
O 0.54044 -0.60547 -2.12930
Li 0.26924 -0.62628 -3.60193
H 0.81753 -1.11839 1.02537
H 2.16406 -0.09443 -0.94061
*
```

Here are the natural (NBO) charges for atoms 1 to 6, given in e: O -0.44; C 0.37; C -0.14; H 0.15; H 0.23; C -0.34